# 1
88
Properties=species:S:1:pos:R:3 method="wB97M-V/def2-TZVPD" lumo_ev=-3.29 orbital_gap_ev=5.702 de_lowest_kcal_mol=0.0 charge=+1
H -0.37210 1.70947 4.59477
H -1.59586 -6.32202 0.14379
C -0.60915 -8.09500 2.10361
H 1.58334 -6.67338 3.44628
H -3.78231 1.84824 -1.16894
H 2.43324 0.23958 0.28391
C 1.69162 0.29769 -0.50708
H -0.10464 -10.55215 4.39219
H -0.67685 6.78539 1.03019
H -4.64410 1.65273 1.63553
H 2.25606 -2.70220 0.50229
H 2.25918 0.16492 2.87462
H -1.71384 -10.58990 -2.40815
C -1.27678 -3.46145 -3.69767
C -2.43033 -9.79533 -2.18075
C 0.61686 -5.17219 2.22239
H -0.39492 -5.51967 2.44408
C -1.47598 -3.24500 -2.32983
C -0.52544 5.73550 1.31052
C -0.28602 -4.33694 -4.15643
H -3.20496 3.55012 -0.94600
C 0.65239 5.35730 1.95566
C -2.40673 -9.17057 -0.92635
P -2.42118 2.07909 0.82663
C 0.80609 -4.11945 1.31241
H -1.66229 -9.49674 -0.19398
H -2.43278 5.10007 0.54118
H -0.11514 -0.82497 -3.11079
H -3.80364 -9.13847 2.64069
H -0.18279 -4.52200 -5.23061
H 1.97706 1.64594 3.85716
H 1.79396 -1.74965 -1.43270
H -3.69600 2.62412 2.79788
C 0.56996 -4.93675 -3.23347
H -2.10957 2.28630 -1.58599
C -2.02659 -9.97475 3.56782
C -1.28013 3.42966 1.34333
La -0.78626 -0.32823 0.00874
C -4.25841 -7.75401 -1.58113
C 0.40691 -4.72763 -1.85665
C -3.33810 -9.37111 -3.15452
C 1.72614 -5.79420 2.81157
H -2.31106 -2.61535 -1.97766
C -2.00760 -8.10930 2.00308
C 0.09745 1.09788 -1.97990
C -0.77139 1.01335 3.84395
Si -0.60951 -3.34759 0.42405
H -2.57028 -10.74866 4.11321
C 1.93607 1.21626 2.84610
C 3.01828 -5.29998 2.60454
H -1.84306 1.19869 3.67752
H 1.15674 -8.86933 3.06479
H -0.61997 -0.02771 4.16182
C -2.71549 -9.08130 2.73447
C -0.63792 -9.88985 3.71450
H 1.75289 3.78033 2.92164
H -5.02703 -8.09776 -3.58275
H -0.53326 1.78415 -2.53879
H -3.63625 -5.86358 1.23861
H -1.94001 -2.97395 -4.41129
H -4.97325 -6.95932 -1.35297
P 0.20147 1.25871 2.32112
Cl -2.44797 -3.45460 1.38830
C 0.90045 1.43888 -0.84447
H 1.07417 -5.23107 -1.14440
C 0.35981 -0.26259 -2.30952
C 3.19756 -4.17451 1.78368
H 0.93286 2.41586 -0.37114
C -1.50710 4.77395 1.02716
C 0.84237 4.03667 2.37569
H 2.56356 1.79065 2.14854
C 2.11266 -3.58715 1.13329
C 1.35530 -0.75239 -1.41249
H 3.88112 -5.74977 3.11179
H 1.43778 6.08902 2.13902
C 0.07240 -8.94475 2.97427
C -0.10443 3.06866 2.04486
H -3.29479 -9.78632 -4.16370
C -0.60967 -3.86347 -1.39110
C -4.28709 -8.38899 -2.83061
H -4.41938 3.40520 1.36760
H 4.19424 -3.75226 1.64507
H -0.03719 -7.39355 1.49757
H 1.34687 -5.60735 -3.58585
C -3.26108 -8.08501 -0.64023
C -3.93918 2.49003 1.73840
C -2.92878 2.48862 -0.88266
Si -2.77854 -6.97381 0.75450

# 2
89
Properties=species:S:1:pos:R:3 method="wB97M-V/def2-TZVPD" lumo_ev="-3.35 / -3.36" spin_multiplicity=4 orbital_gap_ev="6.453 / 7.209" de_lowest_kcal_mol=12.1 charge=+1
H -1.30823 -1.51166 -2.44344
C 3.83231 -1.54575 -0.28459
H 0.31846 -6.76810 1.10964
N -0.32212 -2.38460 -0.24943
H -3.93910 1.73508 -2.83599
H 4.07059 7.22822 -0.68108
H -1.45204 3.85748 1.96518
N 0.24115 3.71777 -0.31424
H -2.22788 0.30180 2.59268
C -2.95059 -0.35742 2.06543
C 0.04544 -4.26624 2.07188
C 1.27229 4.67142 -0.35673
C -1.36373 -3.71175 2.34284
C 3.79523 0.80345 -0.64381
H 0.16194 -5.27600 2.55470
C 0.26847 -5.51184 -1.96897
C 1.19611 -2.41937 -3.11655
H 2.10243 -2.54269 0.18943
C 4.51263 2.09757 -0.90002
H -5.37814 2.99995 -1.04824
H -3.27854 -1.86643 -0.71199
C -5.05319 -1.47775 2.15172
H 2.07895 -2.97865 -3.31137
H 2.48345 2.80961 -0.19981
H -0.67573 3.98651 -0.66386
H 4.78042 2.60329 0.07902
C 3.02698 5.92047 0.68974
C 0.15223 -6.05479 0.33392
H -1.67467 -2.21774 -3.95489
C -0.11311 -3.78404 -0.44560
H -1.59873 1.16459 -2.18816
H -1.22225 -2.72719 2.81908
N -2.63128 -0.73417 0.85694
H 3.65557 6.09769 1.56335
H 2.85226 6.62664 -2.56513
H 5.40583 1.89948 -1.44707
C 2.57953 6.18260 -1.64588
C 1.76698 4.28035 2.12171
H 2.34972 3.35816 2.24767
N 1.82852 2.03580 -0.18732
H 2.19081 -3.76326 2.26674
C -3.61336 -1.52388 0.23841
H 4.39578 -2.46286 -0.16104
H 1.23697 -1.68377 -2.30201
H -2.74568 2.98462 2.75811
C 0.02732 -4.14400 -1.79874
C -4.35527 2.61826 -0.86135
N -0.39509 1.48447 0.03766
H 0.70218 4.02465 2.02985
C -4.76044 -1.87751 0.86451
H 1.07308 -3.38688 3.70629
C 1.16266 -3.40785 2.62869
C -4.13881 -0.65056 2.70806
H -2.13544 -3.01310 -2.54721
H 0.39526 -5.79697 -2.98743
C -1.32389 -2.43695 -2.96236
H -1.21710 2.18218 2.37877
C 2.41024 0.76397 -0.27943
H -1.81346 -4.25420 3.25534
C 0.56247 2.39471 -0.14707
C 1.70802 -0.40133 -0.02567
C -2.52663 2.55967 0.75181
Cl -4.42482 0.08378 4.20953
H -2.04260 -3.65340 1.50867
C -0.05299 -3.28845 -2.96805
C -3.78492 2.91094 0.43996
C 0.35329 -6.47301 -0.98494
H 1.89021 4.89870 2.97551
C -3.58103 1.98202 -1.83900
H 0.54320 -7.53564 -1.25597
C -1.74957 1.94074 -0.19996
C 0.05658 -4.67716 0.68258
H -5.34876 -2.61331 0.30697
C 2.46347 -1.53101 -0.00619
C 4.49031 -0.36860 -0.64787
C 1.51103 5.26952 -1.56276
H -6.00252 -1.64604 2.67837
C -2.24196 1.66682 -1.44825
H 0.05471 -3.92079 -3.85866
H 1.11415 5.04274 -2.51460
C 3.31574 6.47104 -0.50948
H 1.13565 -2.38819 2.26569
C -1.95040 2.92205 2.02607
Tc -0.33170 -0.61807 0.26773
C 2.02727 4.95509 0.78814
H 1.01315 -1.85482 -4.03539
H 5.53001 -0.37778 -1.06903
H -4.30065 3.55251 1.11110
H 3.88543 2.79921 -1.50286

# 3
87
Properties=species:S:1:pos:R:3 method="wB97M-V/def2-TZVPD" lumo_ev=-4.12 orbital_gap_ev=6.251 charge=+1
H -2.50230 -4.29835 1.00267
H 0.67262 -4.37098 -1.02672
C -2.93012 1.69478 3.60585
H -0.05146 -3.29428 0.20253
H 3.29920 1.19882 1.01366
H -0.48943 -1.37926 -0.52176
C -0.21915 3.72228 5.62717
C 1.11317 2.05249 -3.81577
H 0.56493 0.99100 -0.55613
H 1.97485 1.32549 5.43999
C 1.66233 4.44598 -2.48565
C -0.26297 -4.11915 -0.49918
H 0.90415 1.12732 -4.35512
C -1.62727 1.26466 3.36429
H -1.88332 -4.21828 -5.78066
H 2.72031 6.09277 4.72609
H -0.51600 3.83594 1.40779
O -2.02627 -5.73426 -2.56188
N 1.44518 1.42591 3.46140
C -0.39970 -1.33862 -1.61355
H -4.38638 3.25298 3.27252
C -1.26655 -3.61253 -1.53859
C 0.62416 1.57141 2.38510
H -1.39909 -0.67596 -4.36291
H 1.25599 -1.59001 -3.98999
C 2.27971 5.54856 -4.69037
H -3.59009 1.07455 4.21324
H -2.61255 -1.96720 -4.33964
C 2.02049 4.05932 4.78510
H 2.34223 5.27478 -5.74924
C 1.89053 5.43769 4.98940
C -0.77019 -5.33135 0.25099
H 3.27907 5.86882 -4.36720
H -0.22531 -4.81744 -5.55617
H -1.37406 -1.91351 -5.63145
C -1.53277 -4.61461 -2.66095
H -2.83773 4.66347 1.91053
H 1.84864 5.38932 -1.97330
C -1.97854 -5.25728 0.94925
C 0.81151 -2.56544 -4.21135
H -0.03110 -8.61720 0.70502
H 0.61450 7.03122 5.70791
C -1.21375 -4.73980 -5.08380
C -0.65044 -2.65836 -3.73289
H 2.57341 -0.41335 1.32728
H 2.92777 -0.05089 3.61300
H 1.55835 3.10972 -5.62134
C -1.82066 -7.62701 1.43885
H 2.93986 3.64111 4.36691
C -0.76405 2.05656 2.59669
C 1.12843 1.71907 4.85525
C 0.96674 3.20152 5.10755
N -1.12465 -4.03352 -3.82994
C -0.04704 -6.52508 0.21105
H -1.04240 3.03620 5.84808
C -1.20361 3.26354 2.03286
C 0.06201 -0.20288 -2.26059
H 1.20419 3.35145 -0.66401
H -3.45806 -6.34929 2.06790
C 0.98709 2.08919 -2.39243
H 0.22249 1.17981 5.15984
H 0.92021 -6.53201 -0.30208
H -1.60276 -5.73696 -4.87906
C 2.52329 0.66113 1.57360
H -1.27507 0.30519 3.75362
C -1.56292 -1.73774 -4.56517
H -1.28832 5.48975 6.23777
C 1.49507 3.17064 -4.53515
N -0.78284 -2.44399 -2.27406
C -0.58285 -7.68063 0.78315
C -0.35362 5.09797 5.83299
C -3.36470 2.91925 3.08058
H 1.61297 6.41727 -4.61130
H 0.85069 -2.72051 -5.29700
C 1.28863 3.32415 -1.75166
C 0.70709 5.95844 5.52693
C 0.54594 0.94392 -1.65140
H 3.53425 1.60265 3.25392
H 1.41504 -3.33724 -3.71369
H 0.02753 -0.22121 -3.34731
N 1.19445 1.20018 1.26529
C -2.50587 -6.41018 1.54044
H -2.24751 -8.53306 1.87077
C 1.79827 4.37637 -3.88556
H -2.22936 -3.37402 -1.04583
C 2.72833 0.87712 3.06130
C -2.50281 3.70169 2.30574

# 4
93
Properties=species:S:1:pos:R:3 method="wB97M-V/def2-TZVPD" lumo_ev="-10.91 / -10.90" orbital_gap_ev="4.526 / 4.527" de_lowest_kcal_mol=0.0 charge=+3
C -4.57391 4.74522 -3.98093
C 1.74536 -3.10504 1.39408
C -4.10933 -1.19476 3.29010
C 0.47664 2.33179 0.05672
H -3.34734 -0.54257 -1.27308
C -0.96875 3.65892 1.95411
H -0.04236 -4.36454 4.52311
H -1.15204 1.75002 2.83924
H -3.59572 -2.21001 -0.69501
C 1.68681 0.36616 3.57700
C 3.96667 -1.94991 -2.22863
C 3.05905 -1.21208 -1.48837
S 1.87271 0.73860 5.20674
C -3.27784 2.56362 -1.41636
H -1.55033 -3.76702 -0.43663
C -6.44766 3.96290 -2.44379
C -0.46024 4.38009 0.87761
H -0.64250 -2.25272 3.47331
H -4.24227 5.65617 -4.47774
C -0.75565 -0.84160 -2.13919
H -5.12443 -3.74561 3.51027
N 1.49798 -0.46016 0.12277
H -0.95395 0.22153 -1.99975
C -0.74332 2.30948 2.01566
N 0.74355 -2.36654 1.92928
H -1.40901 -0.30836 4.23332
H -2.60437 0.90664 1.11713
H -2.68707 4.51196 -2.94362
H -4.35979 3.92000 -4.66388
H -5.48914 1.21179 3.12928
C -1.02596 -3.12692 -1.14357
H -3.68444 -4.57184 2.90886
H -4.13689 1.54794 4.19109
C 0.14418 -2.85052 3.04494
H 2.93472 -4.85880 1.46193
C -0.37248 -0.02210 4.34188
C -3.74922 0.02268 2.72552
C -4.03604 -3.70970 3.47199
N -2.50484 1.93699 -0.81035
C 1.77208 0.60021 -0.85153
C -3.57236 -2.41953 2.85923
H -7.47435 3.60599 -2.51526
H 5.23714 -1.86356 -3.94566
H -6.38696 4.56516 -1.53425
H -4.11495 2.13667 2.52057
H -6.38285 5.84081 -3.49873
C 2.13207 -4.32556 1.95043
H -4.86865 -1.20873 4.06504
N 1.30147 1.76704 -0.88046
C 4.52151 -1.32634 -3.33829
C 2.33022 -1.57873 -0.28634
H -3.92717 5.36687 -2.01267
C -4.40380 1.30408 3.16058
C 0.22996 0.36519 5.48908
H 1.80343 -5.74392 3.51759
C -3.01470 -1.57728 -1.36486
C -1.51059 -1.67540 -1.10770
C -2.61478 -2.40661 1.86224
C 3.27071 0.71871 -2.93357
C -6.07805 4.80901 -3.67247
C 4.17889 -0.01628 -3.68452
C 0.48125 -4.04048 3.63505
H 2.50567 0.43642 2.87564
H -5.55718 2.13034 -3.17632
H 3.00661 1.73465 -3.19159
C -3.75262 4.54888 -2.71736
N -0.04266 1.61743 1.08217
H 4.23239 -2.96043 -1.95144
C 1.50436 -4.80311 3.07500
N -4.14029 3.26601 -2.09307
C 0.26722 3.70365 -0.06905
H -1.22858 -3.51126 -2.14316
H 0.71714 4.19446 -0.91948
H 4.63635 0.43433 -4.55482
H -3.20540 -1.91028 -2.38372
N -1.23178 -1.10380 0.26567
C -5.52034 2.76916 -2.28978
H -1.53720 4.13831 2.73826
N 2.43017 -2.70662 0.27631
C -2.79390 0.01789 1.70935
H -6.63303 4.46524 -4.54514
H -1.10857 -1.13149 -3.12775
C -2.20787 -1.18467 1.30389
H -0.62109 5.44671 0.79686
H -5.79335 2.16685 -1.42340
H -2.18729 -3.33761 1.51592
H -3.67836 -3.80008 4.49964
N 0.46534 -0.01378 3.24393
V 0.08872 -0.48417 1.23653
H -0.20561 0.44306 6.47254
H 0.31534 -1.04230 -2.12041
H 0.04807 -3.19722 -0.97140
C 2.72034 0.08971 -1.83141

# 5
92
Properties=species:S:1:pos:R:3 method="wB97M-V/def2-TZVPD" lumo_ev=-2.34 orbital_gap_ev=7.793 de_lowest_kcal_mol=2.9 charge=+1
C 1.09810 -0.98161 -5.26374
H 3.23767 -1.75586 3.98565
H -0.44269 -4.05336 2.55810
O 1.13874 -0.46077 -0.54279
C 1.25832 -3.02164 1.68660
C -0.15522 3.24304 -1.69791
H -4.25485 5.50750 0.72132
H 3.02232 -1.63461 -5.84306
H -5.18234 5.05458 -1.45836
N 0.19639 1.97797 -1.48578
O 2.99005 -0.21452 -1.71517
H -4.57025 -0.76726 -0.48634
C 4.50913 1.30184 3.25898
C 0.28716 -1.74300 4.20090
C -4.03980 4.56909 0.25555
H 0.12737 0.76132 -6.08991
C 2.44136 2.51693 -2.13637
H 0.26539 -2.91642 -5.74762
H -1.38512 2.72941 3.10189
P -1.86123 1.21415 1.19730
C 4.43563 0.03253 3.79574
H -3.32220 0.94809 3.11130
C -4.27821 3.07413 -1.59755
C -0.40917 -2.14253 6.92262
H -2.28070 -0.44093 2.82749
Cl -2.11837 -2.15227 0.12189
C 1.92103 0.18775 -1.32973
H 0.11596 -6.19814 1.48144
H 3.47901 2.19753 -2.30984
C -0.81780 2.28325 2.28372
C 2.36496 -0.35191 2.63200
C -0.68714 -0.97872 6.28375
H 2.29898 -6.43673 0.22838
C 2.75284 -4.38359 0.39478
C 2.08043 3.83106 -2.31291
C -4.57115 4.28871 -0.98846
H 3.58286 2.77359 2.00823
In -0.89254 -0.31371 -0.67727
C 0.38447 -1.95825 -6.21398
C 3.52293 1.77570 2.43240
C -2.90631 0.28846 2.34735
H -2.85286 3.80606 1.87097
H -0.63047 -2.27754 7.97475
C 3.35805 -0.79026 3.51229
H 3.65547 -4.52648 -0.20054
C 2.42921 -3.14573 0.88700
C 0.77128 4.21452 -2.07279
C 2.48843 -1.50830 -4.90737
H -0.32207 3.04282 1.66338
H -1.21105 3.52586 -1.54768
H 2.43003 -2.50141 -4.46136
H -4.69331 2.91515 -2.58255
C -3.50194 2.10725 -0.94525
C -4.46593 -0.55753 -1.55553
H 1.24629 -3.67630 4.33706
H 1.01818 -2.12595 -7.10247
C -2.98295 2.36795 0.33532
H -3.05000 0.03096 -4.14659
H -0.59377 -1.58133 -6.52485
H -0.60859 0.18562 4.46976
C 0.65056 -2.93689 4.89206
N -0.25860 -0.88751 -3.01594
H -3.68300 -0.27135 1.81645
H 1.78669 0.49625 -6.70670
C 0.31650 -0.93855 -4.00159
H 5.16575 -0.38534 4.48836
C -3.17593 0.92260 -3.57585
C 2.46640 0.93190 2.06579
C -3.23679 3.62227 0.89366
As 0.68744 -1.28539 2.34854
C -0.38884 -0.75844 4.93548
C 0.23146 -3.13722 6.18932
H 0.43974 5.26907 -2.18481
H -2.36979 1.59860 -3.84886
H 5.29855 1.95193 3.58952
C 1.94599 -5.46987 0.60189
H 0.49541 -4.04796 6.72127
H 1.72232 1.28055 1.35616
H 2.80818 4.55485 -2.63740
H -0.09917 1.64457 2.74758
H -4.25141 -1.53332 -2.00136
H -5.36519 -0.12181 -1.94945
C 1.48757 1.64565 -1.66347
H 1.53994 1.13144 -5.04198
H -1.22156 -0.18214 6.83663
H -4.16163 1.34022 -3.88259
P -3.11216 0.58068 -1.81249
C 1.15972 0.45976 -5.82215
H 3.00068 -2.28596 0.67909
C 0.47367 -4.12841 1.94166
C 0.77254 -5.33950 1.32180
H 3.05498 -0.87683 -4.22475

- The highest charge belongs to which entry?
  C39H43N9SV

- Among the records above, which one has the highest charge?
  C39H43N9SV

- What is the charge in the first record?
  +1

- Among the records above, which one has the highest charge?
  C39H43N9SV